Entry 1:
Computed, not measured: one molecule with the formula C14H15N3O3 at a distorted geometry, with ωB97M-V/def2-TZVPD.

Results
molar mass = 273.29 g/mol
LUMO = 0.496 eV
largest force on an atom = 0.020 Eh/bohr
energy above the lowest of the compared OMol25 structures with the same formula, charge and spin = 0.179 eV
DFT total energy = -932.5021 hartree
orbital gap = 8.92 eV
highest occupied orbital energy = -8.42 eV

Structure (XYZ):
```
35
Properties=species:S:1:pos:R:3:forces:R:3
C -5.0726 -0.2831 -1.4589 -0.01 -0.12 0.20
C -4.9776 -0.3706 0.0591 -0.02 0.13 -0.11
C -4.1838 0.8033 0.6444 -0.10 -0.05 -0.07
C -2.7554 0.8298 0.1331 -0.35 -0.07 0.39
O -2.3272 1.6821 -0.6094 0.13 0.25 -0.28
N -2.0100 -0.2171 0.6044 -0.26 -0.18 0.20
C -0.6891 -0.5418 0.3345 0.54 -0.14 -0.14
N -0.2798 -1.6435 0.9572 -0.52 0.17 -0.01
C 0.9646 -2.0439 0.7905 0.48 0.20 -0.16
C 1.8888 -1.3682 -0.0043 -0.64 0.30 -0.04
C 1.4395 -0.2357 -0.6881 -0.13 -0.41 0.13
C 0.1401 0.1924 -0.5160 -0.04 0.05 0.03
H -0.2399 1.0608 -1.0261 -0.01 0.03 -0.01
H 2.1016 0.2945 -1.3544 0.00 0.04 -0.06
N 3.1853 -1.8687 -0.1370 0.09 -0.53 0.07
C 4.3656 -1.2081 -0.3541 0.19 -0.11 0.00
O 5.3558 -1.8146 -0.7040 0.10 0.13 -0.10
C 4.3778 0.2335 -0.0385 -0.48 0.25 0.89
C 3.7433 0.9538 0.9455 0.36 -0.55 -0.54
C 4.2654 2.2611 0.8718 0.40 0.15 -0.35
C 5.1776 2.2404 -0.1426 -0.38 0.52 0.61
O 5.2575 1.0247 -0.6852 0.25 -0.41 -0.44
H 5.8040 3.0063 -0.5557 0.12 0.01 -0.13
H 4.0000 3.0962 1.4865 0.00 0.22 0.09
H 3.0089 0.5923 1.6359 -0.16 -0.13 0.09
H 3.2769 -2.8774 -0.1389 0.14 0.19 -0.08
H 1.2402 -2.9490 1.3162 0.16 -0.08 0.04
H -2.4482 -0.8764 1.2346 0.03 0.12 -0.10
H -4.1736 0.7398 1.7347 0.01 0.05 0.03
H -4.6557 1.7426 0.3534 0.11 0.00 0.05
H -5.9819 -0.3593 0.4882 0.05 -0.06 0.06
H -4.5095 -1.3173 0.3397 -0.08 -0.03 0.07
H -4.0820 -0.3054 -1.9071 0.08 0.00 -0.13
H -5.5576 0.6433 -1.7566 -0.04 0.10 -0.08
H -5.6490 -1.1168 -1.8530 -0.03 -0.05 -0.10
```
Forces are in eV/Å.



Entry 2:
Computed, not measured: one molecule with the formula C22H25ClFN3O4S at a distorted geometry, with ωB97M-V/def2-TZVPD.

Results
molar mass = 481.98 g/mol
LUMO = 0.581 eV
largest force on an atom = 0.020 Eh/bohr
energy above the lowest of the compared OMol25 structures with the same formula, charge and spin = 0.195 eV
DFT total energy = -2276.8662 hartree
orbital gap = 9.41 eV
highest occupied orbital energy = -8.83 eV

Structure (XYZ):
```
57
Properties=species:S:1:pos:R:3:forces:R:3
O -1.8487 -2.3432 -0.7347 0.32 0.01 -0.31
C -2.5629 -2.4350 0.2430 -0.06 -0.44 0.54
N -3.8889 -2.2001 0.2097 -0.46 0.09 -0.01
H -4.4320 -2.2385 1.0572 0.14 -0.05 0.01
C -4.5743 -1.7628 -0.9901 0.11 -0.04 -0.20
C -5.5150 -0.6261 -0.7016 -0.12 -0.05 0.02
C -5.0429 0.5277 -0.0840 -0.06 -0.03 -0.05
C -5.9023 1.5724 0.2020 -0.06 0.02 -0.01
C -7.2422 1.4649 -0.1350 0.08 -0.21 -0.08
C -7.7293 0.3255 -0.7531 -0.06 0.16 0.04
C -6.8613 -0.7163 -1.0291 0.16 0.01 0.01
H -7.2400 -1.6066 -1.5102 -0.03 -0.11 -0.04
H -8.7741 0.2540 -1.0120 -0.10 0.02 0.00
Cl -8.3231 2.7692 0.2194 -0.13 0.16 0.05
H -5.5334 2.4659 0.6799 0.01 0.11 0.04
H -3.9969 0.6109 0.1702 0.11 0.01 0.05
H -3.7924 -1.4545 -1.6916 -0.14 -0.10 0.05
H -5.1225 -2.6050 -1.4301 0.08 0.15 -0.05
C -2.0261 -2.8237 1.6142 0.14 0.32 -0.11
H -1.1844 -3.5025 1.4674 -0.10 -0.03 -0.03
H -2.7908 -3.3232 2.2088 -0.01 -0.05 0.03
C -1.5369 -1.5642 2.3496 -0.18 -0.12 0.09
N -0.5226 -0.8745 1.5936 0.19 -0.27 0.28
C -0.8422 0.1183 0.7362 0.53 0.34 -0.26
O -1.9387 0.6435 0.7227 -0.40 0.16 -0.05
C 0.2958 0.5734 -0.1667 -0.04 -0.14 0.10
H -0.1068 1.3706 -0.8021 -0.07 -0.09 0.10
C 1.4580 1.1329 0.6628 0.01 0.13 -0.14
C 2.6349 1.4921 -0.2466 -0.09 0.30 0.60
N 3.0286 0.4000 -1.1124 0.74 -0.69 0.22
S 3.8989 -0.8052 -0.3336 0.54 0.51 -0.12
O 4.0996 -1.8647 -1.2739 -0.05 0.00 -0.32
O 3.3608 -1.1532 0.9575 0.11 0.20 0.08
C 5.4532 0.0524 -0.0859 -0.61 -0.27 0.05
C 5.9208 0.3032 1.1900 -0.10 -0.07 0.02
C 7.1253 0.9654 1.3585 0.17 0.07 -0.15
C 7.8266 1.3553 0.2297 -0.15 -0.07 0.06
C 7.3678 1.1046 -1.0543 0.03 0.00 0.10
C 6.1628 0.4425 -1.2066 0.13 0.04 -0.03
H 5.7626 0.2149 -2.1809 0.03 0.04 -0.19
H 7.9517 1.4233 -1.9031 0.06 0.03 -0.07
F 8.9958 2.0008 0.3846 -0.11 -0.06 -0.02
H 7.5229 1.1778 2.3381 0.04 0.02 0.08
H 5.3363 -0.0290 2.0335 -0.02 0.00 0.14
C 1.9373 -0.0988 -1.9317 -0.29 -0.58 -0.17
C 0.7785 -0.5742 -1.0618 -0.04 0.23 -0.28
H -0.0447 -0.9431 -1.6735 0.03 -0.05 0.04
H 1.1443 -1.4054 -0.4561 -0.12 -0.10 -0.04
H 1.6260 0.7089 -2.6008 0.08 -0.02 0.02
H 2.3404 -0.9218 -2.5219 -0.18 0.11 -0.15
H 2.3754 2.3394 -0.8897 0.09 -0.03 0.02
H 3.5090 1.7639 0.3504 -0.09 0.22 -0.01
H 1.1344 2.0210 1.2085 0.00 0.01 0.04
H 1.7968 0.3870 1.3816 -0.08 0.14 0.02
H 0.3624 -1.3452 1.4806 0.00 0.09 -0.06
H -2.3646 -0.8624 2.4835 0.13 -0.10 0.10
H -1.1317 -1.8381 3.3275 -0.10 0.05 -0.06
```
Forces are in eV/Å.



Entry 3:
Computed, not measured: C34H48IrNP2 as an isolated structure at a distorted geometry, with ωB97M-V/def2-TZVPD.

Results
molar mass = 724.93 g/mol
LUMO (alpha / beta) = -4.129 / -5.013 eV
largest force on an atom = 0.080 Eh/bohr
total charge = +1
energy above the lowest of the compared OMol25 structures with the same formula, charge and spin = 3.230 eV
expectation value of S² = 0.8107
DFT total energy = -2165.8591 hartree
orbital gap (alpha / beta) = 5.45 / 4.40 eV
highest occupied orbital energy (alpha / beta) = -9.58 / -9.41 eV
multiplicity = 2

Structure (XYZ):
```
86
Properties=species:S:1:pos:R:3:forces:R:3
Ir -0.3796 -0.3377 0.0524 -0.21 -1.67 -0.32
C -2.6252 -3.7437 -0.1953 0.00 0.08 -0.17
C -1.6397 -3.8198 -1.3602 -0.25 0.58 0.26
C -1.0977 -5.2395 -1.5344 0.16 0.20 -0.08
P -0.3221 -2.4834 -1.2320 0.57 -0.77 0.28
C 1.1596 -3.3352 -0.4649 -0.30 0.44 0.17
C 0.7938 -3.7564 0.9553 -0.04 -0.08 -0.03
C 2.3290 -2.3593 -0.4352 0.02 0.12 -0.07
C 0.0662 -2.2026 -2.9833 0.14 1.30 -0.08
C -0.2670 -3.0592 -4.0222 -0.04 -0.10 -0.31
C -0.1380 -2.6682 -5.3451 -0.04 -0.11 -0.01
C 0.2617 -1.3725 -5.6554 0.00 -0.31 0.24
C 0.6306 -0.5105 -4.6536 -0.06 0.02 0.39
C 0.6003 -0.9190 -3.2992 -0.88 -1.44 -0.76
N 0.9630 -0.1265 -2.2792 -1.44 -0.14 2.96
C 1.8530 0.8683 -2.4516 0.72 1.51 0.35
C 2.8782 0.8353 -3.4256 -0.16 -0.18 0.35
C 3.6881 1.9266 -3.6243 -0.11 0.18 0.15
C 3.5005 3.0847 -2.8777 -0.03 0.15 0.09
C 2.5598 3.1062 -1.8595 0.15 0.32 -0.08
C 1.7687 2.0011 -1.5991 -0.07 -1.41 -0.37
P 0.6033 1.8517 -0.2123 -0.46 1.64 0.33
C 1.4682 2.6150 1.2567 -0.16 -0.63 0.02
C 2.8079 1.9015 1.4283 -0.09 -0.09 0.04
C 1.6398 4.1298 1.3188 -0.20 -0.09 -0.15
C -0.7565 3.0358 -0.6565 -0.11 -0.51 0.13
C -1.4319 2.4969 -1.9127 0.03 -0.08 -0.09
C -1.7495 3.1224 0.4960 0.11 0.00 -0.01
H -3.4407 -4.4448 -0.3671 -0.06 -0.04 0.06
H -3.0477 -2.7426 -0.1205 -0.10 0.03 0.04
H -2.1528 -3.9949 0.7511 0.06 -0.04 0.13
H -2.1931 -3.5411 -2.2666 0.16 0.03 0.12
H -0.7285 -5.6443 -0.5966 0.03 -0.05 0.07
H -0.2911 -5.2889 -2.2627 0.02 -0.11 0.00
H -1.9031 -5.8869 -1.8790 -0.05 -0.02 -0.01
H 1.4298 -4.2075 -1.0649 -0.17 0.05 -0.09
H 0.3076 -2.9227 1.4723 0.10 -0.11 0.06
H 1.6911 -4.0349 1.5064 0.04 0.01 0.05
H 0.1222 -4.6100 0.9660 -0.09 -0.03 0.10
H 2.0483 -1.4635 0.1391 0.20 -0.15 -0.11
H 2.6173 -2.0533 -1.4388 0.03 0.12 -0.01
H 3.1927 -2.8212 0.0408 0.03 -0.06 0.07
H -0.6357 -4.0495 -3.8255 -0.15 -0.15 0.03
H -0.3919 -3.3555 -6.1353 -0.06 -0.12 -0.06
H 0.2758 -1.0434 -6.6810 0.01 0.06 -0.16
H 0.9017 0.5075 -4.8898 0.08 0.00 0.00
H 3.0309 -0.0690 -3.9964 -0.04 0.02 -0.07
H 4.4618 1.8932 -4.3757 0.09 -0.04 -0.07
H 4.0988 3.9587 -3.0810 0.04 0.10 0.04
H 2.4232 4.0123 -1.2913 0.09 0.06 0.08
H 0.8029 2.3241 2.0814 0.10 0.02 -0.09
H 3.5167 2.2088 0.6603 0.01 0.00 -0.03
H 2.6826 0.8199 1.3531 0.12 -0.10 0.05
H 3.2389 2.1361 2.3996 0.04 -0.01 0.09
H 2.3933 4.4880 0.6252 0.07 0.02 -0.05
H 1.9782 4.3953 2.3192 0.01 0.01 0.09
H 0.7114 4.6613 1.1303 -0.09 0.10 0.00
H -0.3132 4.0153 -0.8640 0.12 -0.11 0.05
H -1.8134 1.4851 -1.7245 0.00 0.14 -0.10
H -0.7313 2.4557 -2.7464 -0.04 -0.07 -0.08
H -2.2704 3.1290 -2.2008 -0.04 0.06 0.01
H -2.1465 2.1294 0.7201 -0.04 0.07 -0.02
H -2.5801 3.7743 0.2348 -0.09 0.06 -0.05
H -1.2929 3.5113 1.4027 0.01 0.03 0.16
C 0.3433 -0.6416 3.4479 -0.10 0.10 -0.27
C -1.1697 -0.4753 3.2345 0.53 -0.45 0.47
C -1.9012 -1.4115 4.2139 0.01 0.00 -0.20
C -1.5156 -0.8066 1.8156 2.24 1.61 -3.08
C -1.6382 0.9542 3.5176 -0.19 0.25 -0.39
C -2.9663 1.2857 3.2555 0.01 -0.12 -0.03
C -3.4597 2.5447 3.5369 -0.10 0.06 0.02
C -2.6316 3.5127 4.0827 -0.07 0.01 -0.03
C -1.3057 3.2063 4.3262 0.07 0.05 0.09
C -0.8133 1.9405 4.0464 0.16 -0.17 -0.01
H 0.6209 -1.6795 3.2819 0.06 -0.06 -0.01
H 0.6244 -0.3798 4.4641 -0.01 0.03 0.10
H 0.9019 -0.0203 2.7455 0.09 0.01 0.03
H -1.6241 -2.4468 4.0274 0.04 -0.15 0.03
H -2.9788 -1.3171 4.1201 -0.15 -0.01 -0.02
H -1.6328 -1.1525 5.2347 0.05 -0.01 0.09
H -2.4406 -1.3732 1.7176 -0.18 0.13 -0.32
H -3.6285 0.5454 2.8277 -0.11 -0.07 0.00
H -4.4970 2.7685 3.3384 -0.09 0.02 -0.03
H -3.0235 4.4908 4.3192 0.00 0.07 0.00
H -0.6433 3.9487 4.7514 0.00 0.01 0.02
H 0.2217 1.7334 4.2723 0.08 -0.05 0.00
```
Forces are in eV/Å.



Entry 4:
Computed, not measured: an isolated ion of composition C5H12BFO2P and charge -1 at a distorted geometry, with ωB97M-V/def2-TZVPD.

Results
molar mass = 164.93 g/mol
LUMO = 3.572 eV
largest force on an atom = 0.034 Eh/bohr
total charge = -1
energy above the lowest of the compared OMol25 structures with the same formula, charge and spin = 0.543 eV
DFT total energy = -814.3821 hartree
orbital gap = 7.77 eV
highest occupied orbital energy = -4.19 eV

Structure (XYZ):
```
22
Properties=species:S:1:pos:R:3:forces:R:3
C -0.7274 2.5059 -0.5446 0.07 0.28 -0.72
C -0.7584 1.3883 -1.6241 -0.64 -0.15 1.44
P -0.2143 -0.3141 -0.9941 0.57 -1.08 -0.98
C -1.7663 -1.4093 -0.9917 0.21 0.84 0.88
C 0.3866 -0.1114 0.7764 -0.16 -0.62 -0.35
C 0.5522 -1.4233 1.6515 1.23 0.51 1.17
O 1.8802 -1.3168 2.1597 0.07 0.13 -0.39
B 2.5724 -0.8455 0.9207 0.42 1.08 1.02
F 3.8668 -0.2640 1.0910 -0.36 -0.82 0.14
O 1.7072 0.3237 0.5674 -0.89 0.27 -0.23
H 0.1573 2.4657 0.1002 -0.17 -0.21 -0.12
H -0.6761 3.4782 -1.0647 -0.21 -0.16 0.28
H -1.6390 2.4850 0.0667 0.30 -0.01 -0.03
H -1.8068 1.2595 -1.9426 0.37 0.14 -0.22
H -0.1419 1.6727 -2.4817 -0.07 -0.26 0.18
H -1.4211 -2.4462 -0.9091 -0.05 0.24 -0.11
H -2.3434 -1.2812 -1.9150 0.13 -0.01 0.21
H -2.3813 -1.1887 -0.1032 -0.17 -0.15 -0.40
H -0.2542 0.5883 1.3401 0.44 0.13 -0.09
H 0.5264 -2.3865 1.1185 -0.78 0.28 -0.15
H -0.0289 -1.3702 2.5832 -0.69 -0.39 -0.67
H 2.5100 -1.8102 0.1953 0.39 -0.05 -0.85
```
Forces are in eV/Å.



Entry 5:
Computed, not measured: one molecule with the formula C11H17P at a distorted geometry, with ωB97M-V/def2-TZVPD.

Results
molar mass = 180.23 g/mol
LUMO = 0.855 eV
largest force on an atom = 0.080 Eh/bohr
energy above the lowest of the compared OMol25 structures with the same formula, charge and spin = 1.496 eV
DFT total energy = -770.5903 hartree
orbital gap = 8.74 eV
highest occupied orbital energy = -7.88 eV

Structure (XYZ):
```
29
Properties=species:S:1:pos:R:3:forces:R:3
C -0.1658 1.1064 0.0044 1.00 1.95 0.10
C -0.2059 -1.2239 -0.1258 0.53 -1.22 -0.22
C 1.1566 1.3137 0.0728 -0.20 1.43 0.40
C 1.1259 -1.3363 0.0272 -0.40 0.48 0.65
C 0.4837 0.1013 -2.0638 0.91 -2.34 1.95
C -0.5650 0.0042 -0.9377 -0.39 -0.38 -0.76
C -1.1602 1.8679 0.7837 -2.66 -0.17 0.72
C -1.3076 -2.1178 0.4453 2.33 -0.29 -2.57
C 1.9071 2.4724 0.8104 1.82 -3.68 0.51
C 1.8373 -2.1187 1.1097 -2.35 -2.79 0.18
C -1.9985 0.0382 -1.3926 -1.72 0.39 2.37
P 1.9864 0.0169 -0.9693 -0.35 0.05 0.75
H 0.5499 -0.8233 -2.5941 -0.40 -0.67 -0.82
H 0.5371 0.9050 -2.7190 -0.41 1.74 -0.91
H -1.6668 2.7413 0.1546 0.90 -1.82 1.52
H -0.7537 2.2149 1.7593 -0.09 0.28 -0.91
H -1.9878 1.0853 1.1385 1.31 1.88 -0.89
H -0.8516 -2.9563 0.9027 0.30 -0.81 0.78
H -1.9283 -2.5124 -0.3560 0.04 -0.03 -0.29
H -1.9486 -1.6295 1.0626 -1.76 1.51 2.16
H 1.5410 3.4506 0.5724 0.18 0.50 -0.42
H 3.0257 2.1847 0.5097 -2.16 1.65 0.75
H 1.8557 2.3390 1.9438 0.01 0.17 -1.37
H 1.1105 -2.3557 2.0456 1.76 0.81 -2.06
H 2.7864 -1.7284 1.4442 0.11 0.22 0.01
H 1.9890 -3.1469 0.6340 0.35 1.03 0.94
H -2.4544 -0.8525 -1.7595 0.57 -0.88 -1.28
H -2.1920 0.8908 -2.0198 -0.28 0.24 -0.30
H -2.7063 0.0691 -0.4831 1.07 0.75 -0.99
```
Forces are in eV/Å.